Entry 1:
This record from the OMol25 dataset describes C9H10N2S in the gas phase at a distorted geometry. The level of theory is ωB97M-V/def2-TZVPD.

```
22
Properties=species:S:1:pos:R:3:forces:R:3
N 3.45408 1.50604 0.03002 -1.804 2.891 2.117
C 2.50292 0.50998 0.14957 1.575 0.749 0.139
N 1.64460 0.46214 1.08401 -1.164 -0.867 -1.177
C 0.69984 -0.66773 0.77720 1.217 -0.654 0.789
C -0.61722 -0.29815 0.11210 -0.735 1.836 0.937
C -1.73326 -1.16776 0.19527 1.795 0.522 -0.004
C -2.99878 -0.70970 -0.07260 -0.892 -0.132 -0.502
C -3.15536 0.61065 -0.50181 -1.234 -0.653 0.679
C -2.09045 1.46106 -0.61880 -0.126 0.233 -0.349
C -0.81430 1.02821 -0.32847 2.247 0.344 -0.043
C 1.45188 -1.66442 -0.17407 -0.862 -1.321 1.583
S 2.58763 -0.72100 -1.12172 0.221 0.473 -0.170
H 3.23241 2.36459 0.69993 1.043 -2.717 -1.918
H 4.41352 1.30468 -0.17083 0.096 -0.156 -0.031
H 0.56159 -1.18167 1.78671 -0.347 0.569 -1.423
H -1.44240 -2.16645 0.47464 -0.663 -0.440 0.322
H -3.91533 -1.32764 0.02182 0.917 0.248 -0.027
H -4.18083 0.96645 -0.63116 0.395 0.035 -0.187
H -2.31497 2.46775 -0.91246 0.285 0.425 -0.171
H 0.10496 1.74607 -0.44904 -1.991 -1.493 0.473
H 1.96263 -2.45992 0.43904 -0.464 0.659 -0.837
H 0.64686 -2.06317 -0.78935 0.490 -0.552 -0.201
```
Positions in Å, forces in eV/Å.

For the electronic energy, the calculation gives -23310.096 eV. The calculation puts the LUMO energy at 0.763 eV. As for the HOMO energy: -0.324 Eh. As for the SMILES: NC1=N[C@@H](c2ccccc2)CS1. Its HOMO-LUMO gap is 9.6 eV.

---

Entry 2:
This record from the OMol25 dataset describes C9H10N2S2 in the gas phase at a distorted geometry. The level of theory is ωB97M-V/def2-TZVPD.

```
23
Properties=species:S:1:pos:R:3:forces:R:3
N 2.55613 -2.37437 0.37004 -0.808 0.484 -0.429
C 3.43640 -1.33228 0.87744 0.022 0.389 -0.183
C 2.67608 -0.35910 1.79518 -0.308 -0.409 -0.293
S 2.03229 1.18968 1.04971 0.642 0.055 0.322
C 0.51591 0.73261 0.34687 0.010 -0.950 -0.037
N 0.12155 -0.48424 0.16473 -0.506 0.018 -0.373
C -1.13969 -0.50423 -0.44060 -0.865 0.640 0.353
C -1.89847 -1.63997 -0.74378 1.134 0.368 0.106
C -3.12988 -1.51123 -1.34198 -1.037 -0.376 -0.146
C -3.67080 -0.24657 -1.59010 0.195 0.151 -0.127
C -2.94440 0.91538 -1.23782 -2.676 -0.403 -1.894
C -1.72570 0.77989 -0.67874 2.484 -0.727 0.864
S -0.55139 1.98332 -0.16907 -0.678 0.502 -0.194
H 1.75185 -1.92662 -0.07578 0.107 -0.260 0.242
H 2.93755 -3.02472 -0.30690 0.484 0.280 0.177
H 4.01057 -0.72198 0.14129 -0.321 -0.478 0.155
H 4.14480 -1.80643 1.53645 0.553 -0.259 0.124
H 3.37893 -0.05227 2.57789 -0.398 0.327 -0.115
H 1.82400 -0.88597 2.24176 0.221 0.159 0.050
H -1.43804 -2.58911 -0.54610 -0.060 -0.420 0.055
H -3.71613 -2.41965 -1.59892 0.534 0.765 0.168
H -4.64029 -0.17699 -2.12309 0.754 0.136 0.545
H -3.40811 1.83915 -1.59903 0.518 0.011 0.632
```
Positions in Å, forces in eV/Å.

For the electronic energy, the calculation gives -34146.022 eV. The calculation puts the LUMO energy at 0.644 eV. As for the HOMO energy: -0.308 Eh. As for the SMILES: NCCSc1nc2ccccc2s1. Its HOMO-LUMO gap is 9.0 eV.

---

Entry 3:
This record from the OMol25 dataset describes a gas-phase ion, C9H10N3O2 (charge -1) at a distorted geometry. The level of theory is ωB97M-V/def2-TZVPD.

```
24
Properties=species:S:1:pos:R:3:forces:R:3
C -2.82425 1.92862 0.21040 0.344 -0.957 -0.361
C -2.28564 0.65566 0.28443 -1.980 -0.124 0.287
C 2.04479 0.60039 1.37155 1.512 0.770 -0.882
C 1.30854 0.64707 0.25256 1.743 -0.642 0.593
C -0.03649 -1.45673 -0.17372 -2.950 -3.934 -2.277
C 0.05292 -0.09339 0.16291 -0.386 4.748 1.235
C -1.57344 -2.06409 -0.47599 2.843 0.071 -0.346
C 1.73823 1.25790 -1.03090 0.977 -0.705 -0.696
C 1.12237 -2.34884 0.03060 0.823 1.822 0.234
N -1.86786 2.80381 -0.09541 1.540 -0.585 -0.371
N -0.73969 2.12460 -0.22312 0.059 1.585 -0.133
N -0.99157 0.81972 -0.02183 0.423 -0.806 0.923
O -1.89255 -2.20925 -1.64775 0.004 0.251 -0.823
O -2.17361 -2.36996 0.54802 -0.504 -0.063 1.541
H -3.81893 2.25972 0.14388 -1.166 0.064 0.545
H -2.69085 -0.28381 0.65190 0.144 0.216 -0.433
H 3.09757 0.99855 1.57324 -1.640 -0.221 -0.845
H 1.68387 0.01256 2.15300 -0.658 -0.754 1.395
H 2.52484 0.68181 -1.57382 -0.675 -0.217 0.426
H 0.85763 1.34553 -1.64631 0.241 0.497 -0.516
H 2.23656 2.17296 -0.82580 -0.009 1.252 -0.049
H 1.31000 -3.07428 -0.77432 -0.466 -0.143 0.554
H 2.05518 -1.66357 0.06968 -1.211 -1.429 0.309
H 0.86237 -2.74499 1.03684 0.992 -0.693 -0.311
```
Positions in Å, forces in eV/Å.

For the electronic energy, the calculation gives -18055.953 eV. The expectation value of S² is 2.01. The calculation puts the LUMO energy (alpha / beta) at 3.458 / 1.604 eV. Its spin multiplicity is 3. As for the HOMO energy (alpha / beta): -0.061 / -0.174 Eh. The total charge is -1. Its HOMO-LUMO gap (alpha / beta) is 5.1 / 6.4 eV.

---

Entry 4:
This record from the OMol25 dataset describes 2 unconnected molecules or ions with the total composition C9H10N3O2 at a distorted geometry. The level of theory is ωB97M-V/def2-TZVPD.

```
24
Properties=species:S:1:pos:R:3:forces:R:3
C 3.86024 0.35820 0.03767 -0.737 1.899 -1.387
C 3.22321 1.57676 -0.36875 -0.998 -2.631 0.039
C 3.14217 -0.77357 0.34837 -1.409 3.173 -0.527
C 1.82641 1.61091 -0.35969 0.262 -0.545 0.804
C 1.74655 -0.72748 0.22832 0.396 0.447 0.060
C 1.06307 0.44467 -0.07546 0.782 0.461 -0.175
C -0.42013 0.54896 -0.28762 1.476 3.176 -1.606
C -3.91357 0.91153 0.33622 -0.646 1.894 -0.716
C -2.87120 -2.06384 0.22428 0.345 -1.402 1.315
N -1.02808 1.47717 -0.88176 -0.347 0.275 0.353
N -2.39068 -0.75366 -0.08018 -0.469 -0.070 -1.751
N -1.23399 -0.46895 0.14172 0.150 -2.772 1.673
O -4.20084 1.31500 -0.70309 -0.316 -0.350 -0.081
O -3.61276 0.62817 1.41852 0.052 -0.585 0.990
H 4.93432 0.31759 -0.04944 0.173 -0.044 0.388
H 3.80358 2.29932 -0.87948 0.393 1.120 0.254
H 3.75969 -1.44450 0.79241 0.827 -3.099 0.833
H 1.28427 2.53510 -0.44454 0.199 0.389 -0.490
H 1.19323 -1.61396 0.30687 -0.591 -1.370 0.418
H -2.72458 -2.58100 -0.72174 -0.374 0.033 -0.506
H -2.32103 -2.78063 0.95314 -0.582 1.775 -0.616
H -3.93886 -1.97608 0.43772 0.252 -0.252 -0.013
H -0.40709 2.23957 -1.13742 -0.074 -0.107 -0.339
H -0.77394 -1.07927 0.76392 1.236 -1.414 1.081
```
Positions in Å, forces in eV/Å.

For the electronic energy, the calculation gives -18050.804 eV. The calculation puts the LUMO energy at -6.201 eV. As for the HOMO energy: -0.488 Eh. The total charge is +1. Its HOMO-LUMO gap is 7.1 eV.

---

Entry 5:
This record from the OMol25 dataset describes 2 unconnected molecules or ions with the total composition C9H10N3O2S at a distorted geometry. The level of theory is ωB97M-V/def2-TZVPD.

```
25
Properties=species:S:1:pos:R:3:forces:R:3
C 0.40991 -2.14540 0.31692 -1.341 -1.090 -0.377
C 0.61803 0.22520 2.98793 -1.055 2.022 0.299
C -0.38070 1.15078 2.61100 -1.286 0.822 -0.554
C 0.92710 -0.82284 2.23192 -0.506 -2.202 -0.477
C -0.89394 1.15150 1.26909 0.051 0.074 2.351
C 0.28383 -0.93130 1.02061 0.678 -0.135 -0.737
C -0.47307 0.08034 0.46434 -0.578 1.278 -0.834
C -1.78217 0.80768 -1.51006 1.881 0.992 -0.238
C 1.28839 -1.21646 -2.29194 -2.434 0.109 -3.284
N 0.18453 -5.28458 3.50993 -0.022 0.008 -0.319
N -0.09291 -5.63278 2.48198 0.781 0.933 3.104
N -0.77560 -0.02134 -0.89349 1.736 -2.108 0.185
O -0.38757 -5.99984 1.43597 -0.768 -0.954 -2.803
O 0.57645 -3.28342 0.52196 0.611 0.631 -0.394
S -0.32808 -1.54899 -1.55085 -0.342 0.511 0.532
H 1.15426 0.34780 3.85617 0.638 0.324 2.251
H -0.87724 1.87238 3.38944 1.466 -1.298 -1.667
H 1.40347 -1.74851 2.55051 0.613 0.650 0.349
H -1.66315 1.92462 1.04564 0.884 -0.861 -0.284
H -1.25903 1.74644 -1.94948 -1.444 -1.441 0.706
H -2.24512 0.16984 -2.21919 -0.774 0.094 -1.024
H -2.41555 0.94250 -0.66701 -1.260 1.097 -0.026
H 1.58716 -2.00555 -3.02709 -0.020 0.121 1.362
H 0.99679 -0.41248 -3.01225 0.661 -0.092 0.786
H 1.90249 -0.90731 -1.52269 1.833 0.513 1.091
```
Positions in Å, forces in eV/Å.

For the electronic energy, the calculation gives -28884.970 eV. The calculation puts the LUMO energy at -4.615 eV. As for the HOMO energy: -0.471 Eh. The total charge is +1. Its HOMO-LUMO gap is 8.2 eV.

---

Entry 6:
This record from the OMol25 dataset describes a gas-phase ion, C9H10N3O2S (charge +1) at a distorted geometry. The level of theory is ωB97M-V/def2-TZVPD.

```
25
Properties=species:S:1:pos:R:3:forces:R:3
C -0.63917 0.50572 -0.37681 0.513 1.795 0.235
C -1.05278 -3.29819 -0.62644 -0.473 1.329 -0.565
C -0.28037 -3.57478 0.54470 -0.524 2.671 -1.299
C -1.28830 -2.00451 -1.03939 1.239 1.419 1.842
C 0.36670 -2.55322 1.20543 1.452 -0.908 1.243
C -0.73936 -0.88224 -0.29152 1.178 -2.194 0.891
C 0.16382 -1.24169 0.75503 0.625 -0.133 1.016
C 1.61164 0.19223 2.40091 -1.536 -0.243 4.494
C -0.05672 2.90096 -2.59628 -0.680 -0.483 -1.343
N 0.18627 0.87329 0.60480 -1.632 0.439 -2.237
N 0.02728 3.14495 0.09511 0.070 1.296 -0.353
N 0.78926 -0.11685 1.30041 -1.028 -1.213 -2.171
O 0.57387 2.22685 0.81634 0.154 -0.808 0.660
O -1.91357 4.22556 -1.11837 -0.584 1.301 0.163
S -1.17248 3.01786 -1.07978 1.813 -2.811 -0.571
H -1.50078 -4.04709 -1.27597 0.263 -0.306 0.563
H -0.26375 -4.55509 0.83920 0.529 -2.226 0.912
H -1.80000 -1.66370 -1.88527 -1.044 -0.422 -1.323
H 1.13177 -2.75571 2.05456 -1.654 0.302 -1.507
H 0.99521 0.99338 2.92647 1.403 -0.810 -0.121
H 1.78223 -0.63683 3.19618 -1.129 0.862 -1.675
H 2.61134 0.47956 2.27270 1.229 0.853 -1.258
H 0.87587 3.44025 -2.49841 0.445 -0.283 0.991
H 0.08474 1.75991 -2.78800 -0.384 2.304 0.119
H -0.49272 3.56939 -3.43563 -0.243 -1.731 1.295
```
Positions in Å, forces in eV/Å.

For the electronic energy, the calculation gives -28878.748 eV. The calculation puts the LUMO energy (alpha / beta) at -5.732 / -6.528 eV. As for the HOMO energy (alpha / beta): -0.465 / -0.464 Eh. The total charge is +1. Its HOMO-LUMO gap (alpha / beta) is 6.9 / 6.1 eV.

---

What energy relative to the best compared isomer or geometry (same formula, charge and spin) values result from the calculations? In sequence: 0.665, 0.000, 0.000, 2.982, 0.327, 6.549 eV.